Entry 1:
The following is a quantum chemistry calculation of a 2-piece molecular cluster, C3H10OS overall in a non-equilibrium geometry, from the OMol25 dataset.

```
15
Properties=species:S:1:pos:R:3:forces:R:3
C -1.794 -0.745 -1.287 5.40 0.36 -3.13
C -0.678 -0.618 -0.218 0.45 -0.27 0.01
S -0.960 0.998 0.698 1.46 -0.04 -1.10
C 0.802 1.654 0.480 -0.45 -0.50 1.14
H -1.524 -1.636 -1.944 -0.62 0.72 0.89
H -2.768 -0.802 -0.989 -2.49 0.15 0.99
H -1.529 0.132 -1.992 -1.26 -1.12 0.99
H -0.767 -1.450 0.534 0.41 0.76 -0.69
H 0.402 -0.642 -0.738 -2.50 0.13 1.40
H 1.143 1.733 -0.584 -0.32 -0.74 1.01
H 1.295 0.928 1.202 0.34 1.10 -1.57
H 0.909 2.679 0.882 -0.40 -0.56 0.07
O 2.790 -1.793 -0.043 -0.12 -1.68 -1.18
H 3.441 -1.598 -0.750 -0.51 -0.12 0.62
H 2.457 -2.712 -0.291 0.63 1.81 0.55
```
Positions in Å, forces in eV/Å.

Calculated values
Energy relative to the best compared isomer or geometry (same formula, charge and spin) ... 105.7 kJ/mol
Lowest unoccupied orbital energy ... 0.623 eV
SMILES ... CCSC.O
Kohn-Sham gap ... 8.9 eV
Calculated total energy ... -593.67684 Ha

These are the Löwdin partial charges, in e, on atoms 1 to 2: atom 1 (C): -0.204, atom 2 (C): -0.556


Entry 2:
The following is a quantum chemistry calculation of one molecule with the formula C17H20FN5O in a non-equilibrium geometry, from the OMol25 dataset.

```
44
Properties=species:S:1:pos:R:3:forces:R:3
C 2.819 0.176 -2.430 -0.07 -0.14 0.22
C 2.078 -0.733 -1.453 0.15 0.13 -0.23
N 0.637 -0.665 -1.654 -0.07 -0.06 -0.03
C 0.076 0.550 -1.089 -0.12 0.09 -0.05
C -1.434 0.683 -1.309 0.46 -0.01 0.49
N -1.806 0.439 -2.673 -0.12 0.31 -0.43
C -1.585 1.226 -3.743 -0.07 -0.04 -0.22
C -2.068 0.556 -4.842 0.09 0.13 0.02
C -2.564 -0.647 -4.325 0.10 0.18 -0.01
N -2.396 -0.701 -3.018 -0.35 -0.61 0.32
C -0.054 -1.891 -1.281 0.04 -0.07 -0.09
C -0.036 -2.105 0.191 -0.23 0.16 0.55
N -0.693 -1.426 1.085 -0.21 -0.03 -0.53
C -0.214 -1.917 2.265 0.31 -0.54 -0.45
C -0.636 -1.382 3.584 0.12 0.01 -0.03
C -0.165 0.048 3.674 -0.02 0.17 0.14
C -0.790 1.033 2.917 -0.07 0.03 0.02
C -0.337 2.339 2.949 -0.01 -0.07 0.02
C 0.746 2.688 3.740 0.20 -0.05 0.15
C 1.357 1.697 4.485 -0.08 0.03 -0.10
F 2.415 2.020 5.259 -0.08 -0.03 -0.06
C 0.926 0.384 4.462 0.05 0.15 0.04
N 0.684 -2.845 2.099 0.02 -0.08 1.24
O 0.811 -2.978 0.747 -0.09 0.12 -0.79
H 3.882 -0.048 -2.403 0.14 0.05 -0.01
H 2.448 0.005 -3.437 -0.01 -0.01 -0.12
H 2.688 1.225 -2.182 0.02 0.13 -0.02
H 2.360 -0.474 -0.418 -0.01 -0.12 -0.02
H 2.393 -1.762 -1.636 -0.02 0.01 0.08
H 0.263 0.632 -0.003 -0.01 0.07 -0.13
H 0.581 1.383 -1.583 -0.02 0.05 0.08
H -1.969 -0.035 -0.685 -0.04 0.14 -0.10
H -1.737 1.695 -1.022 -0.03 -0.14 0.00
H -1.119 2.187 -3.651 0.11 0.19 0.05
H -2.069 0.881 -5.862 0.02 0.11 -0.18
H -3.032 -1.459 -4.845 -0.10 -0.19 -0.07
H 0.447 -2.729 -1.769 -0.10 0.04 -0.02
H -1.084 -1.838 -1.645 0.15 -0.17 0.15
H -0.197 -1.995 4.370 -0.09 0.02 0.03
H -1.725 -1.420 3.646 0.05 -0.07 0.06
H -1.627 0.764 2.292 -0.09 -0.01 -0.06
H -0.829 3.095 2.357 -0.05 0.08 -0.04
H 1.115 3.700 3.783 0.06 0.09 0.03
H 1.440 -0.358 5.053 0.08 -0.08 0.08
```
Positions in Å, forces in eV/Å.

Calculated values
Energy relative to the best compared isomer or geometry (same formula, charge and spin) ... 39.9 kJ/mol
Lowest unoccupied orbital energy ... 0.731 eV
SMILES ... CCN(CCn1cccn1)Cc1nc(Cc2cccc(F)c2)no1
Kohn-Sham gap ... 9.7 eV
Calculated total energy ... -1108.64398 Ha

These are the Löwdin partial charges, in e, on atoms 1 to 2: atom 1 (C): -0.082, atom 2 (C): -0.250


Entry 3:
The following is a quantum chemistry calculation of a 4-piece molecular cluster, C34H35ClF24NO4 overall in a non-equilibrium geometry, from the OMol25 dataset.

```
99
Properties=species:S:1:pos:R:3:forces:R:3
C -5.046 5.566 -10.252 -0.36 -0.27 0.86
C -6.358 5.107 -9.888 0.27 0.19 -0.18
C -6.610 3.790 -9.050 0.93 2.16 1.45
C -5.397 3.590 -8.075 1.11 -0.89 0.97
C -4.978 4.668 -7.173 -0.38 -1.86 -1.49
N -3.890 4.517 -6.340 -1.31 -1.30 -1.73
C -3.145 3.349 -6.311 0.49 -0.86 -0.31
C -1.925 3.316 -5.341 -0.73 -0.28 0.08
O -0.784 4.043 -5.862 -0.44 -1.64 0.69
C 0.365 3.372 -5.360 2.27 -0.65 1.14
C 0.462 3.256 -3.885 1.66 -0.79 -1.33
C 1.610 2.615 -3.260 -0.26 -0.14 -1.60
C 1.738 2.521 -1.705 -0.24 0.95 -0.67
C 2.653 2.084 -4.137 -1.62 0.93 -1.20
C 2.551 2.201 -5.600 -1.15 0.77 1.79
C 1.398 2.852 -6.276 0.05 0.01 2.37
C 1.360 2.983 -7.838 0.68 -1.55 -0.10
C 2.202 1.754 -8.441 -0.56 -0.10 0.85
C -0.073 2.884 -8.477 0.28 1.61 -0.43
C -3.509 2.205 -7.140 -1.72 1.63 -0.72
Cl -2.648 0.655 -7.133 -0.73 1.55 0.28
C -4.670 2.318 -8.057 1.24 1.91 1.94
H -4.561 5.281 -11.223 -1.26 2.16 0.02
H -4.486 6.233 -9.534 0.57 -2.37 -0.05
H -7.223 5.748 -10.223 0.41 -2.12 -1.25
H -6.619 2.961 -9.813 -0.11 0.87 0.84
H -7.566 3.831 -8.459 0.81 -0.27 -0.66
H -5.579 5.613 -7.217 0.98 -0.86 0.41
H -3.657 5.316 -5.739 0.23 -0.62 -0.22
H -1.675 2.228 -5.179 -0.19 1.20 -0.17
H -2.231 3.745 -4.342 0.13 -0.38 -1.02
H -0.347 3.658 -3.225 0.84 -0.34 -0.77
H 2.432 3.360 -1.402 -0.48 -1.11 -0.10
H 2.110 1.524 -1.353 -0.31 1.01 -0.36
H 0.753 2.771 -1.218 0.94 -0.50 -0.50
H 3.542 1.583 -3.680 -0.90 0.52 -0.56
H 3.423 1.790 -6.165 -1.14 0.49 0.37
H 1.915 3.921 -8.112 -0.92 -0.65 0.11
H 1.925 0.867 -7.796 0.42 0.73 -0.86
H 3.308 1.909 -8.350 -1.04 -0.15 -0.32
H 1.888 1.511 -9.491 0.51 0.48 0.92
H 0.016 2.883 -9.604 0.05 -0.16 1.18
H -0.652 1.980 -8.174 0.65 0.81 -0.05
H -0.608 3.849 -8.233 0.15 -1.29 -0.19
H -4.932 1.430 -8.686 0.15 1.12 0.60
C -2.052 -2.088 1.265 -0.41 -0.53 0.61
C -2.654 -1.184 0.169 0.09 0.39 0.84
C -2.003 -1.273 -1.213 -0.09 -0.02 -0.66
F -0.708 -0.904 -1.197 -0.13 0.04 0.02
F -2.632 -0.434 -2.079 -0.19 0.00 0.16
F -2.671 0.094 0.612 0.13 -0.03 -0.25
F -3.959 -1.553 0.029 0.21 -0.25 -0.31
O -1.122 -1.483 2.167 0.65 0.41 -1.04
C 0.215 -1.428 1.758 -1.00 -1.15 0.30
C 0.717 0.009 1.609 0.28 0.78 0.11
F -0.010 0.691 0.698 -0.08 -0.18 0.09
F 2.002 0.027 1.182 -0.07 -0.35 0.07
F 0.386 -2.159 0.641 0.45 0.27 0.06
F 0.929 -2.051 2.724 0.19 0.42 0.03
H -2.887 -2.378 1.905 0.00 0.25 -0.04
H -1.672 -3.029 0.863 0.10 0.22 -0.18
H -2.075 -2.286 -1.617 -0.05 -0.04 0.13
H 0.659 0.545 2.559 -0.06 -0.21 0.09
C 0.603 -2.677 7.119 0.65 -0.34 0.21
C -0.776 -3.153 6.623 0.09 0.04 0.93
C -1.394 -2.348 5.480 -0.37 -0.04 -0.61
F -1.619 -1.064 5.820 0.01 -0.11 0.02
F -2.600 -2.871 5.134 0.10 -0.22 0.09
F -1.623 -3.224 7.676 -0.09 0.13 -0.21
F -0.616 -4.435 6.182 0.06 0.22 -0.39
O 0.616 -1.858 8.290 -0.87 0.77 -0.50
C 0.429 -0.483 8.129 1.13 -1.13 -0.40
C -0.839 0.016 8.824 -0.62 0.20 0.41
F -1.940 -0.596 8.339 0.24 -0.06 0.00
F -1.003 1.345 8.619 0.33 -0.05 -0.10
F 0.468 -0.161 6.820 -0.16 0.44 0.20
F 1.504 0.111 8.693 -0.34 0.21 0.21
H 1.139 -3.575 7.422 -0.26 0.04 0.10
H 1.209 -2.251 6.317 -0.28 0.12 -0.04
H -0.756 -2.369 4.594 0.10 -0.07 0.10
H -0.793 -0.171 9.899 0.21 -0.05 -0.04
C 4.525 -6.148 9.878 0.04 -0.46 0.69
C 3.445 -5.498 8.993 0.28 0.49 0.72
C 3.620 -5.669 7.484 -0.20 -0.14 -0.62
F 4.758 -5.112 7.032 -0.14 0.01 0.09
F 2.599 -5.054 6.827 -0.06 -0.09 0.18
F 3.335 -4.189 9.319 0.01 -0.04 -0.29
F 2.256 -6.072 9.334 0.12 -0.25 -0.34
O 5.563 -5.297 10.359 0.14 0.42 -1.12
C 6.669 -5.083 9.529 -0.56 -1.26 0.75
C 6.813 -3.616 9.121 0.08 0.78 -0.13
F 5.722 -3.182 8.452 0.02 -0.19 0.15
F 7.873 -3.454 8.294 0.03 -0.32 0.14
F 6.621 -5.917 8.473 0.33 0.32 -0.12
F 7.753 -5.449 10.247 0.07 0.43 -0.11
H 4.011 -6.473 10.785 -0.07 0.23 -0.07
H 4.922 -7.067 9.442 -0.01 0.21 -0.24
H 3.610 -6.725 7.202 -0.02 -0.03 0.14
H 6.950 -2.979 9.997 0.02 -0.19 0.11
```
Positions in Å, forces in eV/Å.

Calculated values
Lowest unoccupied orbital energy ... -4.594 eV
Kohn-Sham gap ... 5.9 eV
Charge ... +1
Calculated total energy ... -4528.77600 Ha

These are the Löwdin partial charges, in e, on atoms 1 to 2: atom 1 (C): -0.016, atom 2 (C): -0.143


Entry 4:
The following is a quantum chemistry calculation of C4H9BrNS as an isolated structure in a non-equilibrium geometry, from the OMol25 dataset.

```
16
Properties=species:S:1:pos:R:3:forces:R:3
C -1.002 -0.491 -0.036 0.07 -0.13 -0.92
C -0.628 -1.885 -0.514 0.68 -0.24 0.26
C 1.292 -0.022 0.612 -0.34 -3.12 -1.18
C -0.131 1.816 0.140 2.48 2.01 -1.53
N 0.185 0.462 -0.230 -0.04 -2.24 -0.41
S 1.020 -2.357 0.115 0.71 3.97 0.85
Br 2.903 0.548 -0.114 0.66 0.18 0.20
H -1.829 0.065 -0.499 -0.02 -0.79 -0.13
H -1.248 -0.715 0.992 0.38 1.22 0.70
H -1.132 -2.605 0.110 -1.31 -0.13 -0.64
H -0.675 -2.055 -1.576 -0.26 -0.09 -0.28
H 1.064 0.287 1.636 0.42 -0.60 -0.06
H 0.786 2.215 0.560 -0.14 0.27 0.67
H -0.178 2.441 -0.755 -1.01 -0.17 0.11
H -0.920 1.815 0.793 -1.95 0.49 1.41
H 0.493 0.480 -1.233 -0.33 -0.60 0.96
```
Positions in Å, forces in eV/Å.

Calculated values
Energy relative to the best compared isomer or geometry (same formula, charge and spin) ... 186.6 kJ/mol
Lowest unoccupied orbital energy ... -5.076 eV
Kohn-Sham gap ... 8.2 eV
Charge ... +1
Calculated total energy ... -3184.41504 Ha

These are the Löwdin partial charges, in e, on atoms 1 to 2: atom 1 (C): -0.155, atom 2 (C): -0.507


Please write out number 1 again, unchanged.
The following is a quantum chemistry calculation of a 2-piece molecular cluster, C3H10OS overall in a non-equilibrium geometry, from the OMol25 dataset.

```
15
Properties=species:S:1:pos:R:3:forces:R:3
C -1.794 -0.745 -1.287 5.40 0.36 -3.13
C -0.678 -0.618 -0.218 0.45 -0.27 0.01
S -0.960 0.998 0.698 1.46 -0.04 -1.10
C 0.802 1.654 0.480 -0.45 -0.50 1.14
H -1.524 -1.636 -1.944 -0.62 0.72 0.89
H -2.768 -0.802 -0.989 -2.49 0.15 0.99
H -1.529 0.132 -1.992 -1.26 -1.12 0.99
H -0.767 -1.450 0.534 0.41 0.76 -0.69
H 0.402 -0.642 -0.738 -2.50 0.13 1.40
H 1.143 1.733 -0.584 -0.32 -0.74 1.01
H 1.295 0.928 1.202 0.34 1.10 -1.57
H 0.909 2.679 0.882 -0.40 -0.56 0.07
O 2.790 -1.793 -0.043 -0.12 -1.68 -1.18
H 3.441 -1.598 -0.750 -0.51 -0.12 0.62
H 2.457 -2.712 -0.291 0.63 1.81 0.55
```
Positions in Å, forces in eV/Å.

Calculated values
Energy relative to the best compared isomer or geometry (same formula, charge and spin) ... 105.7 kJ/mol
Lowest unoccupied orbital energy ... 0.623 eV
SMILES ... CCSC.O
Kohn-Sham gap ... 8.9 eV
Calculated total energy ... -593.67684 Ha

These are the Löwdin partial charges, in e, on atoms 1 to 2: atom 1 (C): -0.204, atom 2 (C): -0.556


Question: Which of these has the lowest calculated total energy?
Answer: C34H35ClF24NO4


Question: Which of these has the highest lowest unoccupied orbital energy?
Answer: C17H20FN5O


Question: Which of these has the highest lowest unoccupied orbital energy?
Answer: C17H20FN5O